Below is C4H6O5Zn as an isolated structure at a distorted geometry, with properties calculated with the ωB97M-V functional and the def2-TZVPD basis.

Each line ends with the Mulliken charge.
Cartesian coordinates (Å):
O (2.28617, -1.59593, 2.18411)  -0.3196
C (1.69491, -1.18406, 1.10169)  0.6998
O (0.39707, -0.81284, 1.25484)  -0.3992
O (2.32908, -0.75972, 0.14940)  -0.3959
H (1.69872, -1.87087, 2.90095)  0.3564
C (0.99647, 0.95231, -1.50703)  -0.2998
C (-0.14964, 1.40077, -0.89703)  -0.3199
O (-1.20197, 0.42910, -0.86004)  0.0240
C (-2.46645, 0.79614, -0.74965)  0.0396
O (-2.98546, -0.27449, -0.15278)  -0.1964
Zn (-1.25595, -1.28548, 0.33976)  0.8406
H (1.76484, 1.70921, -1.66634)  0.3368
H (0.96130, -0.01018, -2.02285)  0.2297
H (-0.55935, 2.39163, -1.09318)  0.4470
H (0.43865, 0.36180, 1.06570)  0.5147
H (-3.94840, -0.24739, -0.04754)  0.4422

Output
* LUMO level: -11.33 eV
* total charge: +2
* highest occupied orbital energy: -18.50 eV